10 unconnected molecules or ions with the total composition C30H60O30 in a non-equilibrium geometry. Source: the Open Molecules 2025 dataset; level of theory: ωB97M-V/def2-TZVPD.

The geometry in XYZ format:
```
120
Properties=species:S:1:pos:R:3
C -6.168 25.704 13.891
O -6.180 26.048 12.543
C -7.066 27.157 12.169
O -7.871 27.850 12.901
O -6.724 27.597 10.862
C -7.464 28.585 10.211
H -5.866 26.598 14.437
H -5.369 24.996 14.109
H -7.175 25.542 14.273
H -7.683 28.332 9.173
H -6.852 29.487 10.241
H -8.386 28.722 10.776
C 0.783 18.777 15.051
O 0.118 19.772 14.229
C -1.111 19.534 13.767
O -1.923 18.698 14.264
O -1.339 20.407 12.762
C -2.475 20.277 11.924
H 0.716 17.773 14.633
H 0.232 18.718 15.990
H 1.797 19.074 15.317
H -2.394 20.944 11.066
H -3.419 20.547 12.397
H -2.537 19.226 11.641
C -13.623 32.404 10.303
O -14.243 33.407 11.109
C -15.464 33.781 10.748
O -16.219 33.324 9.904
O -15.641 34.966 11.450
C -16.725 35.791 11.014
H -14.184 31.510 10.030
H -12.728 32.286 10.914
H -13.127 32.846 9.439
H -16.852 36.485 11.844
H -17.602 35.147 10.959
H -16.551 36.310 10.072
C -8.624 35.560 3.123
O -8.076 35.884 4.386
C -8.412 35.265 5.539
O -9.100 34.231 5.695
O -7.774 35.893 6.497
C -7.907 35.398 7.877
H -8.578 34.473 3.052
H -8.294 36.017 2.190
H -9.678 35.827 3.045
H -7.555 36.331 8.316
H -7.092 34.699 8.066
H -8.928 35.104 8.121
C -9.096 22.136 10.129
O -8.036 22.541 9.347
C -8.074 23.567 8.528
O -9.024 24.271 8.358
O -6.877 23.705 7.974
C -6.658 24.494 6.780
H -10.017 21.782 9.666
H -9.285 22.938 10.842
H -8.948 21.331 10.849
H -7.373 24.256 5.993
H -5.689 24.340 6.304
H -6.922 25.487 7.144
C -1.219 26.323 9.186
O -0.199 27.303 9.003
C -0.084 27.936 7.862
O -0.809 27.722 6.805
O 0.961 28.786 7.946
C 1.313 29.613 6.843
H -1.236 26.126 10.257
H -0.870 25.405 8.712
H -2.247 26.592 8.940
H 0.584 30.249 6.341
H 1.790 29.075 6.023
H 1.969 30.387 7.238
C 0.057 22.084 19.069
O -0.414 20.895 19.681
C 0.492 20.287 20.440
O 1.690 20.589 20.720
O -0.146 19.227 20.831
C 0.583 18.199 21.460
H -0.520 22.323 18.176
H 1.123 22.039 18.848
H -0.015 22.936 19.744
H -0.130 17.448 21.802
H 1.085 18.540 22.365
H 1.328 17.864 20.738
C -12.934 30.636 22.326
O -12.523 29.416 21.819
C -12.001 29.313 20.651
O -11.743 30.191 19.885
O -11.770 27.957 20.466
C -10.981 27.479 19.379
H -13.993 30.802 22.129
H -12.325 31.374 21.802
H -12.704 30.648 23.391
H -11.352 27.611 18.362
H -10.581 26.468 19.459
H -10.033 28.010 19.304
C 0.698 28.753 18.178
O -0.258 29.672 17.573
C -1.035 29.111 16.604
O -1.135 27.898 16.341
O -1.610 30.128 15.991
C -2.348 29.995 14.814
H 1.100 29.311 19.023
H 1.501 28.734 17.441
H 0.412 27.708 18.298
H -3.303 29.510 15.016
H -1.702 29.328 14.242
H -2.610 30.944 14.346
C -1.199 33.253 9.422
O -2.399 32.997 8.642
C -2.397 33.244 7.308
O -1.473 33.762 6.674
O -3.539 32.751 6.836
C -3.656 32.466 5.444
H -1.462 34.081 10.080
H -0.312 33.572 8.875
H -0.984 32.401 10.066
H -3.448 33.362 4.859
H -4.715 32.301 5.243
H -3.031 31.608 5.198
```

Kohn-Sham gap: 0.392 Ha

Here are the Mulliken charges for atoms 1 to 6, given in e: -0.614 -0.191 0.638 -0.560 -0.227 -0.659